# 1
{"formula": "C5H7NO4", "method": "ωB97M-V/def2-TZVPD", "homo_ev": -7.1, "orbital_gap_ha": 0.270, "multiplicity": 1, "lumo_energy_ev": 0.24, "smiles": "[O-]C1=C(O)[NH2+]CC1.O=C=O", "relative_energy_ev": 1.7977, "e_tot_ev": -14976.3844, "elements": ["H", "H", "O", "N", "H", "C", "C", "H", "C", "C", "O", "H", "O", "H", "H", "C", "O"], "xyz": [[-0.12, 1.54, -0.87], [-2.47, 0.94, 0.39], [1.19, -0.29, -1.71], [-0.77, 0.74, -0.79], [-0.92, -0.92, 1.89], [-0.10, -1.28, 0.07], [-1.50, 0.70, 0.46], [1.75, -0.94, -1.30], [-0.03, -0.52, -1.12], [2.70, 0.78, 0.45], [3.49, -0.02, 0.59], [-2.18, -1.43, 0.70], [1.99, 1.66, 0.29], [-0.98, 1.32, 1.17], [-1.35, 0.85, -1.53], [-1.27, -0.84, 0.94], [0.57, -2.28, 0.37]]}

***

# 2
{"formula": "C4H6N2S", "method": "ωB97M-V/def2-TZVPD", "homo_ev": -7.8, "orbital_gap_ha": 0.321, "multiplicity": 1, "lumo_energy_ev": 0.93, "smiles": "C=C1SC=NN1C", "relative_energy_ev": 3.4338, "e_tot_ev": -18057.5395, "elements": ["H", "N", "C", "H", "C", "H", "C", "C", "H", "H", "S", "H", "N"], "xyz": [[1.16, -0.11, 1.00], [-1.23, 1.64, -0.15], [-0.44, -1.88, -0.22], [-0.76, -2.93, -0.20], [-1.13, -0.84, 0.06], [1.81, 1.11, -0.08], [-2.42, 1.34, -0.14], [0.99, 0.86, 0.55], [0.58, -1.80, -0.42], [0.97, 1.67, 1.36], [-2.78, -0.41, 0.26], [-3.28, 1.90, -0.41], [-0.36, 0.71, -0.05]]}

***

# 3
{"formula": "C26H51CuN3O", "method": "ωB97M-V/def2-TZVPD", "homo_ev": -10.2, "orbital_gap_ha": 0.156, "multiplicity": 1, "lumo_energy_ev": -5.90, "total_charge": 1, "e_tot_ev": -78922.3901, "elements": ["C", "C", "N", "H", "C", "H", "C", "C", "H", "H", "C", "H", "H", "C", "H", "H", "H", "H", "H", "H", "H", "H", "H", "H", "C", "H", "H", "H", "H", "C", "C", "H", "C", "N", "H", "C", "H", "H", "C", "Cu", "H", "C", "H", "H", "H", "H", "H", "H", "H", "C", "C", "H", "C", "H", "H", "H", "H", "H", "H", "C", "H", "C", "C", "H", "H", "C", "H", "C", "O", "H", "H", "H", "H", "N", "H", "H", "H", "C", "C", "H", "C", "C"], "xyz": [[-5.84, -0.19, 0.87], [0.37, -2.26, -1.99], [2.76, 3.00, -2.83], [0.97, 4.61, 2.80], [-1.63, -3.64, 0.08], [4.13, 1.51, 1.07], [2.67, 3.51, -0.27], [-4.36, -0.93, 0.86], [0.01, -4.60, -2.28], [0.42, 1.69, -3.43], [4.08, -0.69, 1.67], [-4.97, -3.09, 0.09], [5.19, -4.12, 2.40], [5.11, -2.96, 2.53], [0.32, -4.95, 0.50], [-0.13, 5.03, 0.45], [-6.64, 4.38, -1.28], [2.99, -0.61, 2.14], [3.49, -2.77, 0.94], [-5.13, 4.96, 1.34], [2.61, 2.79, 1.96], [-3.61, -4.47, 1.73], [3.86, 0.87, -1.75], [3.80, 3.19, -0.27], [4.35, 0.49, 0.54], [2.96, 2.09, -3.31], [-1.22, -3.42, 2.32], [-3.61, -0.51, 1.67], [4.44, -2.75, 3.48], [0.59, -3.85, -1.56], [-6.26, 3.58, -0.50], [0.29, 1.60, -0.69], [0.59, 0.73, -2.73], [0.61, 5.61, 0.91], [-1.74, -1.76, 1.55], [1.27, 1.37, -1.34], [0.90, -2.41, -4.20], [0.86, 2.74, 1.08], [3.43, 0.27, -0.84], [-2.06, -0.87, 2.98], [-0.50, 0.34, -2.49], [4.49, -2.20, 1.18], [6.19, -2.53, 2.82], [2.67, 4.69, -0.46], [0.98, 3.57, -1.77], [-6.42, -0.42, 1.86], [3.60, -0.88, -1.12], [-0.75, -2.22, -2.42], [4.82, -0.42, 2.57], [-4.68, -2.55, 1.11], [-0.02, -3.95, 0.00], [2.70, -0.06, -3.51], [-5.45, 3.91, 0.92], [2.44, -2.37, -3.11], [-4.67, 2.21, 2.63], [-2.19, -4.66, -0.04], [5.50, 0.46, 0.24], [1.16, 6.13, 0.17], [1.26, -0.16, -4.72], [1.54, -0.29, -3.56], [-3.80, -0.83, -0.18], [1.54, 4.80, 1.78], [-1.97, -2.91, 1.53], [0.54, -3.07, 0.59], [1.72, -4.15, -1.62], [1.92, 2.86, -1.58], [-6.96, 1.41, -1.42], [1.36, -1.88, -3.23], [2.03, 0.43, -0.54], [-6.42, -0.62, -0.08], [-3.64, -3.20, 3.14], [0.39, -1.52, -1.09], [3.63, 3.53, -2.58], [-5.79, 1.32, 0.71], [5.29, -2.24, 0.33], [-2.04, -2.92, -0.75], [-5.65, -2.55, 1.80], [-5.20, 2.41, 1.58], [-6.43, 1.95, -0.54], [2.54, 5.38, 2.05], [-3.50, -3.31, 1.96], [1.89, 3.29, 1.15]]}

***

# 4
{"formula": "C37H45Cl5GeINO3PTl", "method": "ωB97M-V/def2-TZVPD", "homo_ev": [-15.7, -16.5], "orbital_gap_ha": [0.224, 0.251], "multiplicity": 2, "lumo_energy_ev": [-9.65, -9.64], "total_charge": 3, "relative_energy_ev": 0.1585, "e_tot_ev": -187919.3354, "s_squared": 0.75, "elements": ["H", "H", "C", "C", "C", "Tl", "I", "C", "H", "H", "H", "H", "H", "C", "H", "C", "C", "C", "H", "Cl", "H", "C", "C", "H", "H", "H", "H", "H", "C", "C", "C", "Cl", "H", "H", "C", "Cl", "C", "H", "H", "H", "C", "C", "C", "C", "H", "C", "C", "O", "O", "C", "H", "C", "O", "H", "C", "H", "C", "H", "Cl", "Cl", "H", "H", "H", "H", "N", "C", "H", "C", "C", "C", "C", "H", "H", "C", "C", "H", "C", "H", "H", "H", "H", "Ge", "C", "H", "H", "H", "H", "H", "P", "C", "H", "H", "C", "H", "C"], "xyz": [[-2.56, -4.42, -2.67], [-2.99, 3.86, 2.26], [-4.33, 2.52, -0.64], [-5.73, -2.17, -1.10], [2.79, -4.57, -0.48], [-1.26, 1.04, -1.76], [2.03, -0.10, -0.15], [-0.69, 2.12, 4.31], [7.30, -2.79, -0.52], [4.07, -6.28, -0.68], [1.88, -5.17, -0.50], [-4.22, 1.57, -1.17], [-0.62, 4.92, -1.12], [2.28, 3.17, -1.82], [2.30, 1.89, 2.58], [1.60, 2.31, 3.30], [-3.77, 1.34, 1.51], [0.46, -2.00, -2.85], [-4.07, 3.35, -1.30], [-2.24, 2.46, -4.61], [-3.11, 1.33, 2.38], [1.21, 3.78, -0.93], [0.93, -3.49, 2.31], [-2.75, -2.34, 2.74], [-1.42, 1.25, -6.46], [-0.31, 2.15, 5.33], [-4.80, 1.37, 1.86], [-3.37, 4.69, 0.74], [0.32, 1.49, 3.37], [0.09, -2.58, -1.63], [3.94, -1.01, -0.26], [-6.47, -1.47, 0.35], [-1.62, 1.54, 4.31], [-0.67, 2.88, -6.31], [5.16, -3.06, -0.44], [-5.54, -3.92, -0.94], [3.91, -2.41, -0.34], [7.22, -0.34, -0.35], [-5.39, 2.62, -0.38], [2.09, 2.34, 4.28], [-1.73, -2.66, 2.60], [6.31, -0.92, -0.35], [5.19, -4.47, -0.56], [-4.37, -1.59, -1.23], [1.32, -1.33, -2.92], [0.62, 0.05, 3.78], [-0.99, 1.99, -5.79], [-2.09, 2.41, 0.14], [-0.26, 1.39, 2.03], [-1.00, -3.46, -1.56], [-1.93, -3.37, -4.81], [0.23, -3.80, 3.46], [0.58, 2.63, -0.27], [0.71, -4.36, 4.25], [0.17, 4.51, -1.75], [3.03, 2.65, -1.22], [1.83, 4.68, 0.11], [0.00, -1.82, -4.92], [0.42, 1.28, -4.98], [-6.64, -1.75, -2.54], [1.07, 5.12, 0.77], [-0.29, 3.86, -2.50], [1.39, 3.35, 3.02], [-1.55, -1.78, 0.66], [-3.32, -1.14, -1.31], [6.35, -2.28, -0.44], [-4.65, 3.97, 1.71], [0.28, -2.78, 1.29], [-1.72, -3.74, -2.71], [-1.09, -3.40, 3.60], [2.73, -3.20, -0.35], [-3.63, 0.41, 0.95], [-0.30, -0.54, 3.77], [-1.36, -3.14, -3.91], [5.06, -0.25, -0.26], [1.85, 2.48, -2.55], [-3.62, 3.85, 1.37], [2.55, 4.14, 0.73], [6.15, -4.97, -0.64], [1.96, -3.81, 2.19], [1.34, -0.40, 3.10], [-0.61, 2.84, 1.08], [-3.48, 2.54, 0.62], [-1.28, -3.94, -0.63], [0.62, 5.35, -2.29], [1.04, 0.03, 4.78], [2.80, 3.95, -2.38], [2.35, 5.51, -0.36], [1.12, -2.45, -0.20], [-1.05, -2.35, 1.44], [-1.63, -3.65, 4.51], [5.04, 0.83, -0.20], [4.03, -5.21, -0.58], [-0.92, 3.15, 4.01], [-0.28, -2.27, -3.98]]}

***

# 5
{"formula": "C4H7N3", "method": "ωB97M-V/def2-TZVPD", "homo_ev": [-6.2, -9.2], "orbital_gap_ha": [0.265, 0.294], "multiplicity": 3, "lumo_energy_ev": [0.99, -1.16], "relative_energy_ev": 1.6207, "e_tot_ev": -8725.4468, "s_squared": 2.02, "elements": ["C", "H", "H", "H", "N", "C", "H", "H", "N", "H", "C", "N", "H", "C"], "xyz": [[1.26, 1.14, -0.52], [1.09, 1.86, 0.28], [1.52, -0.68, 1.66], [-3.79, -0.10, -0.62], [-2.94, 0.62, 1.04], [1.37, -1.12, 0.68], [2.33, 0.99, -0.63], [0.84, -2.06, 0.81], [-2.98, 0.10, 0.00], [0.86, 1.56, -1.44], [-0.67, -0.35, -0.48], [-1.82, -0.47, -0.85], [2.34, -1.32, 0.24], [0.59, -0.17, -0.18]]}

***

M across the listed records, respectively: 145.11; 114.17; 485.26; 1163.91; 97.12 g/mol.